No. 1
Entry from the Open Molecules 2025 dataset: a 3-piece molecular cluster, C12H29NO8S2 overall in a non-equilibrium geometry (ωB97M-V with the def2-TZVPD basis set).

Each line ends with the Mulliken charge.
CARTESIAN COORDINATES (ANGSTROEM)
N -0.19323 4.29800 2.21469  -0.70
C 1.25475 4.57662 1.75967  0.03
C 1.29297 4.38203 0.12745  -0.69
C 2.45744 3.29273 -0.37693  -0.50
C 1.81288 1.80562 -0.13172  0.03
O 0.93910 1.20458 -1.17180  -0.39
S 0.25815 -0.10125 -0.24681  1.02
O -0.18897 -1.25764 -1.19919  -0.50
O -0.96440 0.27025 0.67896  -0.49
O 1.73595 -0.52941 0.56413  -0.29
C 2.72224 0.60039 0.50712  0.30
C 2.93546 1.03062 2.07528  -0.59
S 3.94188 -0.17610 3.09614  0.78
O 3.92535 0.28130 4.60517  -0.58
O 5.45714 -0.23730 2.70888  -0.58
H -0.16825 4.46361 3.24934  0.27
H -0.38543 3.25536 2.12753  0.22
H 1.90671 3.74271 2.28744  -0.05
H 1.55721 5.67407 2.06846  0.33
H 1.40730 5.43026 -0.40230  0.36
H 0.26371 3.90032 -0.23514  0.32
H 3.49931 3.47353 0.12505  0.29
H 2.56615 3.48277 -1.53704  0.37
H 1.01910 1.99165 0.73738  -0.12
H 3.69592 0.38662 -0.14964  0.28
H 1.84998 1.06335 2.56490  0.34
H 3.39156 2.09689 2.23711  0.27
H 3.47468 -1.51904 3.02083  0.20
C -2.26177 -1.64607 -4.93154  -1.06
C -0.85170 -1.64941 -5.50009  0.37
C 0.02693 -2.67161 -4.79691  -0.94
O -0.27942 -0.35266 -5.35119  -0.54
H -2.25492 -1.38203 -3.86804  0.18
H -2.87940 -0.89705 -5.43876  0.31
H -2.73560 -2.62598 -5.04516  0.35
H -0.88771 -1.87051 -6.57242  0.28
H 0.11499 -2.44397 -3.72858  0.10
H 1.04203 -2.65420 -5.20803  0.30
H -0.37815 -3.68234 -4.90640  0.36
H -0.24349 -0.14777 -4.40215  0.32
C -2.34819 -3.27480 3.16457  -1.10
C -3.67883 -2.67255 2.74237  0.35
C -4.15759 -3.25641 1.42279  -1.12
O -3.53746 -1.26052 2.61045  -0.52
H -1.56980 -3.06467 2.42245  0.21
H -2.00994 -2.83632 4.10960  0.30
H -2.42764 -4.35905 3.29008  0.36
H -4.42885 -2.85557 3.51958  0.30
H -3.44337 -3.04563 0.61883  0.24
H -5.11008 -2.80480 1.12522  0.31
H -4.29133 -4.34011 1.49592  0.36
H -2.87337 -1.08849 1.92246  0.33

Properties
Frontier orbital gap (eV): 9.0
SMILES string: NCCC[C@H]1OS(=O)(=O)O[C@@H]1C[SH](=O)=O.CC(C)O.CC(C)O
Total energy (Ha): -1927.3727
Molar mass (g/mol): 379.50



No. 2
Entry from the Open Molecules 2025 dataset: C12H30AsF6MnN2O4 as an isolated structure in a non-equilibrium geometry (ωB97M-V with the def2-TZVPD basis set).

Each line ends with the Löwdin spin population.
CARTESIAN COORDINATES (ANGSTROEM)
Mn 9.95870 -26.66012 -13.01334  4.66
As 12.81562 -28.72860 -11.47628  0.00
F 13.94976 -27.40144 -10.89166  0.00
F 11.60742 -27.50974 -11.88609  0.04
F 11.66138 -29.99871 -12.09894  0.00
F 13.94612 -30.04588 -11.16424  0.00
F 12.22086 -28.86336 -9.81344  0.00
F 13.38342 -28.49888 -13.17453  0.00
C 13.52481 -25.03156 -12.74356  0.00
O 12.16622 -25.11601 -12.51328  0.01
C 11.62244 -23.97481 -11.81587  0.00
C 10.30082 -24.40731 -11.20794  0.01
N 9.36931 -24.75715 -12.28968  0.04
C 8.08102 -24.99845 -11.54893  0.01
C 8.10680 -26.27929 -10.70036  0.00
O 8.98831 -27.27681 -11.23913  0.04
C 9.34610 -28.19988 -10.19847  0.01
H 13.89287 -25.88859 -13.30758  0.00
H 14.15236 -25.10346 -11.85524  0.00
H 13.81499 -24.17817 -13.35644  0.00
H 11.54883 -23.11541 -12.48229  0.00
H 12.12126 -23.52597 -10.95691  0.00
H 9.94266 -23.58627 -10.58689  0.00
H 10.51684 -25.24392 -10.54347  0.00
H 9.23783 -23.87201 -12.75802  0.00
H 7.29861 -25.08985 -12.30231  0.00
H 7.83699 -24.09214 -10.99471  0.00
H 7.11282 -26.66826 -10.47943  0.00
H 8.50555 -26.10483 -9.70102  0.00
H 9.95859 -27.80830 -9.38630  0.00
H 9.93873 -28.99026 -10.65910  0.00
H 8.48158 -28.77029 -9.85885  0.00
C 9.44557 -29.84307 -13.94665  0.01
O 9.97656 -28.54012 -14.04066  0.04
C 10.70568 -28.41463 -15.25301  0.00
C 11.40965 -27.00699 -15.40743  0.01
N 10.67441 -25.89709 -14.88419  0.04
C 9.47497 -25.62079 -15.69716  0.01
C 8.22944 -26.43990 -15.31985  0.00
O 8.12765 -26.80748 -13.96114  0.04
C 6.96151 -27.58019 -13.75717  0.01
H 10.27870 -30.54340 -14.00612  0.00
H 8.65918 -30.11944 -14.64901  0.00
H 8.98201 -30.01890 -12.97592  0.00
H 10.09574 -28.60960 -16.13509  0.00
H 11.54555 -29.10619 -15.31977  0.00
H 11.75497 -26.93742 -16.43894  0.00
H 12.32236 -27.10794 -14.82017  0.00
H 11.26567 -25.11471 -15.12584  0.00
H 9.75074 -25.72565 -16.74647  0.00
H 9.26892 -24.59120 -15.40460  0.00
H 8.28216 -27.35887 -15.90364  0.00
H 7.39445 -25.86549 -15.72104  0.00
H 6.03885 -27.08185 -14.05457  0.00
H 6.87960 -27.83776 -12.70121  0.00
H 6.96265 -28.53225 -14.28790  0.00

Properties
Frontier orbital gap (spin up / spin down) (eV): 9.5 / 10.4
Charge: +1
Total energy (Ha): -4871.5125
Energy relative to the best compared isomer or geometry (same formula, charge and spin) (eV): 2.227
Multiplicity: 6
Molar mass (g/mol): 510.23